Below is C4H8N2 in the gas phase, with properties calculated with the ωB97M-V functional and the def2-TZVPD basis.

Structure (XYZ):
```
14
Properties=species:S:1:pos:R:3:forces:R:3:lowdin_charge:R:1
C -0.14871 -0.79801 1.88592 -0.027 -0.231 0.339 -0.181
N 0.75853 0.24149 1.40064 0.177 0.019 -0.220 0.014
C -0.62228 0.16982 0.88241 -0.326 -0.113 -0.066 -0.367
C -0.93819 -0.68740 -0.33095 0.300 -0.383 0.113 -0.042
C 0.31539 0.86268 -1.63554 0.008 0.476 -0.028 -0.079
N -0.00283 -0.52084 -1.25903 -0.709 -0.033 -0.099 -0.098
H -0.46802 -0.76830 2.92153 0.107 0.158 -0.032 0.099
H -0.04239 -1.80184 1.46770 0.145 0.119 0.257 0.096
H 1.40167 -0.17661 0.73006 -0.084 0.101 0.085 0.072
H -1.24875 1.00074 1.20811 -0.089 -0.344 -0.231 0.129
H -0.60139 1.42997 -1.44341 0.424 0.276 -0.113 0.085
H 1.14210 1.31413 -1.08486 -0.003 -0.193 -0.064 0.080
H 0.49006 0.90559 -2.70843 0.213 -0.025 0.042 0.084
H -0.03519 -1.17142 -2.03415 -0.136 0.172 0.016 0.109
```
Forces are in eV/Å.

Summary:
**Spin multiplicity**: 1
**HOMO**: -7.93 eV
**Lowest unoccupied orbital energy**: 0.028 Ha
**Total charge**: 0
**Total energy**: -7253.830 eV
**Energy relative to the best compared isomer or geometry (same formula, charge and spin)**: 93.3 kcal/mol
**Kohn-Sham gap**: 8.7 eV

Below is 5 unconnected molecules or ions with the total composition CH9O6, with properties calculated with the ωB97M-V functional and the def2-TZVPD basis.

Structure (XYZ):
```
16
Properties=species:S:1:pos:R:3:forces:R:3:lowdin_charge:R:1
O -0.17357 -0.27889 -0.66486 -0.605 -0.304 0.329 -0.138
C -1.34677 -0.30630 -0.19498 0.831 0.574 0.372 -0.569
O -1.78262 0.36027 0.76454 -0.363 -0.564 -0.306 -0.091
H -2.02242 -0.98992 -0.72620 -0.554 -0.303 -0.047 0.095
H 3.01482 1.15133 -0.69608 0.140 0.445 0.073 0.023
H 2.69274 2.25129 -1.65172 0.175 -0.126 0.601 0.007
O 3.36439 2.01121 -0.98053 -0.071 -0.241 -0.396 -0.109
H 0.19000 1.14830 -1.44742 1.153 0.403 -0.584 0.029
H 1.25112 0.57246 -2.27511 0.052 0.155 -0.151 0.030
O 0.93802 1.46014 -2.05781 -0.961 -0.238 0.067 -0.136
H -1.93785 -3.79640 2.54875 0.144 0.574 -0.339 0.031
H -2.35603 -3.60375 1.02322 0.333 0.612 0.184 0.022
O -2.37209 -4.17764 1.78600 -0.466 -1.135 0.144 -0.059
H -0.47472 1.08404 1.72823 0.309 0.480 0.399 -0.006
H 0.65358 1.51036 0.96171 0.471 0.256 0.245 -0.002
O 0.36141 1.60349 1.88227 -0.587 -0.589 -0.591 -0.128
```
Forces are in eV/Å.

Summary:
**Spin multiplicity**: 1
**HOMO**: -5.81 eV
**Lowest unoccupied orbital energy**: 0.130 Ha
**Total charge**: -1
**Total energy**: -13470.306 eV
**Energy relative to the best compared isomer or geometry (same formula, charge and spin)**: 21.2 kcal/mol
**Kohn-Sham gap**: 9.4 eV

Below is C6H14N2S in the gas phase, with properties calculated with the ωB97M-V functional and the def2-TZVPD basis.

Structure (XYZ):
```
23
Properties=species:S:1:pos:R:3:forces:R:3:lowdin_charge:R:1
C -2.87748 -2.35254 0.36332 1.190 -0.744 2.132 -0.366
N -2.35350 -1.67200 -0.72904 1.189 1.399 -0.560 -0.152
S -0.98630 -0.00137 -0.54213 -0.137 -1.836 1.830 0.892
N -1.33301 0.80461 -1.79559 -0.663 0.267 -0.630 -0.324
C 0.75556 -0.73055 -0.62551 -2.716 0.044 -0.590 -0.284
C 1.83786 0.20673 -0.86860 -1.141 3.013 -0.413 -0.254
C 1.77767 1.26827 0.19381 0.997 1.778 0.127 -0.224
C 0.50434 2.07993 0.36088 -0.976 -0.375 -0.213 -0.264
C -0.58751 1.17567 0.84719 -1.016 -2.232 1.723 -0.319
H -2.18325 -3.00447 1.03166 -0.455 1.163 -0.662 0.083
H -3.38745 -3.18981 -0.09444 -0.589 -0.157 -0.772 0.074
H -3.59715 -1.83184 1.01051 -0.019 -0.012 0.002 0.053
H -2.34699 0.60185 -1.94192 1.009 0.033 -0.183 0.005
H 0.57441 -1.35585 -1.47335 0.223 -1.151 -0.164 0.082
H 1.05981 -1.18954 0.31640 -1.060 -0.670 -0.049 0.111
H 1.83825 0.75632 -1.79822 -0.070 -0.543 -0.766 0.126
H 2.63577 -0.43990 -0.75256 2.516 -0.568 -0.102 0.098
H 1.90897 0.76666 1.11266 0.609 -0.393 1.512 0.092
H 2.55053 2.04459 0.08094 0.269 -0.646 -0.016 0.124
H 0.62968 2.87533 1.11061 0.130 0.005 -0.596 0.124
H 0.10903 2.40438 -0.59502 0.370 0.975 -0.283 0.093
H -0.10147 0.48221 1.64030 -1.318 1.023 -0.802 0.112
H -1.59302 1.59855 1.20377 1.660 -0.372 -0.524 0.115
```
Forces are in eV/Å.

Summary:
**Spin multiplicity**: 1
**HOMO (spin up / spin down)**: -7.83 / -7.83 eV
**Lowest unoccupied orbital energy (spin up / spin down)**: 0.012 / 0.012 Ha
**Total charge**: 0
**Total energy**: -20258.106 eV
**Energy relative to the best compared isomer or geometry (same formula, charge and spin)**: 114.3 kcal/mol
**Kohn-Sham gap (spin up / spin down)**: 8.2 / 8.2 eV

Below is 3 unconnected molecules or ions with the total composition C8H12FO6, with properties calculated with the ωB97M-V functional and the def2-TZVPD basis.

Structure (XYZ):
```
27
Properties=species:S:1:pos:R:3:forces:R:3:lowdin_charge:R:1
F 21.84232 13.84475 31.48916 -0.251 -0.213 0.217 -0.776
C 23.34042 10.68444 31.79470 -2.305 1.721 -2.177 -0.010
C 22.30676 10.65563 32.91692 0.046 -4.606 -7.470 -0.354
C 20.98494 11.07704 32.52966 -1.272 -2.495 3.457 -0.072
O 20.17268 9.91747 32.84286 -0.939 -0.440 -1.184 0.089
C 20.91734 8.86958 33.22045 4.373 9.760 -0.745 -0.597
O 20.58655 7.94165 33.72741 -3.369 -8.868 2.889 0.231
O 22.23188 9.35679 33.39739 -1.537 -2.346 -0.165 0.073
H 23.01984 10.25691 30.81413 0.378 -0.963 1.017 0.101
H 24.31722 10.49751 32.14400 1.079 -0.582 0.084 0.062
H 23.25388 11.70734 31.41551 0.571 0.662 0.507 0.068
H 22.75853 11.12430 33.55808 3.927 5.636 7.399 0.068
H 20.82219 11.38994 31.62972 -0.213 0.878 -6.178 0.069
H 20.54626 11.88717 32.96828 -0.711 2.078 2.447 0.109
C 19.66080 16.56772 33.45400 -1.393 -1.128 -4.799 0.033
C 19.23076 17.30547 32.10980 -1.401 -5.956 1.395 -0.256
C 18.95595 16.32695 30.94112 3.604 0.525 -2.014 -0.145
O 17.64342 16.48250 30.62850 -3.650 1.513 0.817 0.021
C 17.08445 17.53934 31.41599 -1.891 -1.332 -4.439 -0.521
O 15.99205 18.01820 31.15919 1.900 -1.007 1.229 0.113
O 18.00674 17.94997 32.18702 -1.291 2.272 3.123 0.114
H 18.84301 15.95693 33.69659 -1.331 -0.994 0.523 0.066
H 19.66659 17.33934 34.08826 1.187 2.425 3.165 0.031
H 20.45750 15.86840 33.21683 0.756 0.546 0.379 0.090
H 19.80791 18.08554 31.99913 3.960 3.418 -1.403 0.095
H 19.14545 15.25792 31.12503 0.508 0.570 0.171 0.132
H 19.56008 16.69753 29.99651 -0.737 -1.074 1.755 0.165
```
Forces are in eV/Å.

Summary:
**Spin multiplicity**: 1
**HOMO**: -4.85 eV
**Lowest unoccupied orbital energy**: 0.111 Ha
**Total charge**: -1
**Total energy**: -23491.124 eV
**Energy relative to the best compared isomer or geometry (same formula, charge and spin)**: 51.1 kcal/mol
**Kohn-Sham gap**: 7.9 eV

Below is 8 unconnected molecules or ions with the total composition C48H48N8O16, with properties calculated with the ωB97M-V functional and the def2-TZVPD basis.

Structure (XYZ):
```
120
Properties=species:S:1:pos:R:3:forces:R:3:lowdin_charge:R:1
O 0.66629 1.58249 1.06731 0.038 -0.093 -0.023 0.074
N 0.16011 2.68351 1.08826 0.037 0.033 -0.011 -0.329
O 0.68579 3.68170 0.62877 -0.048 -0.072 0.072 0.052
C -1.16259 2.81944 1.71105 -0.065 0.008 0.057 -0.141
C -1.75161 1.69845 2.26802 -0.039 -0.150 0.040 0.008
C -2.99124 1.83306 2.87043 -0.017 0.078 0.004 -0.048
C -3.61812 3.07095 2.90499 0.142 0.029 0.022 -0.073
C -3.01190 4.18161 2.33308 -0.015 -0.053 0.039 -0.055
C -1.77172 4.06132 1.72963 -0.037 0.116 -0.022 0.002
H -1.25559 0.73952 2.23245 0.068 0.040 -0.052 0.112
H -3.46858 0.96973 3.31281 -0.004 -0.012 -0.013 0.113
H -4.58114 3.16972 3.38111 -0.018 0.004 0.014 0.093
H -3.50756 5.14186 2.35607 -0.012 0.003 -0.019 0.109
H -1.28863 4.91699 1.28255 0.064 -0.039 -0.013 0.111
O -0.79310 -3.20540 6.32424 0.001 0.007 0.051 0.093
N -1.17045 -3.55711 5.22942 0.023 -0.016 -0.039 -0.340
O -1.51256 -2.78939 4.34419 0.007 0.037 -0.026 0.055
C -1.21777 -5.00200 4.94467 -0.036 0.101 -0.047 -0.145
C -0.86245 -5.90436 5.92778 0.058 -0.076 0.140 -0.005
C -0.93041 -7.25517 5.62744 0.005 -0.085 -0.078 -0.062
C -1.34502 -7.68654 4.37016 0.044 0.292 0.131 -0.059
C -1.69654 -6.75425 3.39872 0.101 -0.109 0.147 -0.040
C -1.63042 -5.40224 3.69219 -0.057 -0.049 -0.328 0.009
H -0.54042 -5.56298 6.90010 -0.019 0.065 -0.015 0.119
H -0.65696 -7.97967 6.38262 0.000 0.000 0.010 0.107
H -1.40047 -8.74398 4.15900 -0.026 -0.013 -0.036 0.091
H -2.02832 -7.06883 2.41986 -0.052 -0.004 0.004 0.089
H -1.90815 -4.67213 2.94906 -0.083 0.004 0.041 0.089
O 7.12236 -1.55236 -2.00643 0.053 -0.007 0.003 0.079
N 5.94236 -1.40805 -2.24850 -0.013 0.021 0.034 -0.351
O 5.10842 -2.28818 -2.16847 -0.036 -0.034 0.015 0.065
C 5.48715 -0.07092 -2.66831 -0.013 0.055 -0.027 -0.149
C 6.41330 0.94778 -2.79443 0.101 0.091 -0.017 0.006
C 5.97931 2.20149 -3.20132 -0.047 -0.322 0.033 -0.060
C 4.63297 2.41073 -3.46979 -0.003 0.019 -0.014 -0.072
C 3.71770 1.37562 -3.32960 0.091 0.062 -0.017 -0.059
C 4.14453 0.12102 -2.92750 -0.259 -0.018 -0.006 -0.006
H 7.45538 0.76645 -2.57787 -0.013 -0.077 0.013 0.119
H 6.69257 3.00201 -3.30448 -0.007 0.046 0.014 0.087
H 4.29692 3.38940 -3.78563 0.019 0.031 0.034 0.088
H 2.66895 1.54470 -3.53251 -0.011 -0.009 0.007 0.107
H 3.44028 -0.68951 -2.81459 0.078 -0.068 0.029 0.112
O -6.44705 2.28501 1.97338 -0.071 -0.061 -0.034 0.072
N -6.97663 3.37754 1.98950 -0.025 -0.016 -0.019 -0.346
O -6.47271 4.39306 1.55342 0.027 0.046 -0.005 0.078
C -8.31740 3.48058 2.59059 -0.055 0.006 0.028 -0.146
C -8.89586 2.34517 3.12637 -0.037 -0.126 0.048 -0.001
C -10.15003 2.45153 3.70521 -0.025 0.069 -0.002 -0.063
C -10.80142 3.67758 3.73686 0.023 -0.002 -0.012 -0.070
C -10.20321 4.80324 3.18574 -0.021 -0.065 0.028 -0.064
C -8.94847 4.71031 2.60591 -0.043 0.134 -0.007 -0.003
H -8.37728 1.39892 3.09268 0.064 0.033 -0.034 0.120
H -10.61787 1.57586 4.13319 0.001 -0.010 -0.002 0.109
H -11.77906 3.75630 4.19340 -0.008 -0.001 -0.004 0.107
H -10.71302 5.75635 3.20882 0.002 0.009 -0.004 0.109
H -8.46954 5.57636 2.17476 0.066 -0.041 -0.017 0.119
O -2.32750 -8.71672 0.40770 0.015 0.042 -0.034 0.088
N -2.29895 -9.57356 1.26520 -0.016 -0.013 0.000 -0.337
O -2.83203 -9.47371 2.35409 -0.049 -0.121 -0.040 0.058
C -1.55723 -10.81182 0.97529 0.027 -0.056 -0.013 -0.144
C -0.90804 -10.92919 -0.23933 0.061 0.011 -0.128 0.000
C -0.19648 -12.08893 -0.50001 -0.004 -0.046 0.056 -0.062
C -0.14748 -13.10446 0.44594 -0.013 0.020 0.004 -0.069
C -0.81386 -12.96698 1.65658 0.034 0.006 -0.064 -0.064
C -1.52700 -11.81119 1.92996 -0.006 -0.083 0.113 -0.003
H -0.95605 -10.13088 -0.96446 -0.040 0.048 0.050 0.121
H 0.32184 -12.19825 -1.44243 -0.001 0.005 -0.009 0.109
H 0.41277 -14.00650 0.23908 -0.003 -0.007 -0.004 0.108
H -0.77728 -13.76000 2.39053 -0.005 -0.002 0.008 0.108
H -2.04988 -11.68958 2.86660 -0.028 0.071 -0.022 0.119
O 6.12272 5.13902 -3.53971 -0.020 0.176 -0.013 0.046
N 6.44024 6.22250 -3.99652 -0.009 -0.026 0.004 -0.334
O 6.81655 7.16366 -3.33576 0.030 0.041 0.021 0.098
C 6.35510 6.39385 -5.45691 -0.018 0.017 -0.066 -0.143
C 5.90393 5.33896 -6.22886 -0.047 -0.111 -0.049 0.000
C 5.81134 5.51359 -7.60010 0.017 0.064 -0.019 -0.062
C 6.17003 6.72639 -8.17371 0.003 0.001 0.022 -0.068
C 6.62763 7.76924 -7.37893 -0.027 -0.060 -0.035 -0.062
C 6.72303 7.60770 -6.00632 0.034 0.129 -0.031 -0.001
H 5.63106 4.39977 -5.77071 0.019 0.023 0.068 0.109
H 5.45769 4.70172 -8.22035 0.001 -0.011 0.001 0.110
H 6.09244 6.85939 -9.24451 0.006 -0.002 -0.006 0.108
H 6.90914 8.71164 -7.82774 0.004 0.008 0.003 0.109
H 7.07500 8.40956 -5.37498 -0.016 -0.042 0.068 0.121
O -0.21577 10.52290 -2.81908 0.010 0.032 -0.038 0.074
N -0.33394 9.70659 -1.92818 -0.021 -0.010 -0.004 -0.355
O -0.92973 9.90121 -0.88868 -0.025 0.003 0.037 0.075
C 0.29037 8.38584 -2.12235 0.036 -0.050 -0.001 -0.149
C 1.00122 8.14952 -3.28392 0.072 0.000 -0.126 -0.007
C 1.59903 6.91111 -3.45315 -0.010 -0.050 0.065 -0.067
C 1.47570 5.93687 -2.47092 -0.002 0.023 -0.012 -0.060
C 0.75108 6.19160 -1.31341 0.033 -0.007 -0.051 -0.050
C 0.15238 7.42903 -1.13402 -0.022 -0.093 0.099 0.003
H 1.08695 8.91725 -4.03783 -0.038 0.056 0.047 0.117
H 2.16408 6.70875 -4.35309 0.003 0.005 -0.016 0.103
H 1.94882 4.97244 -2.60345 0.002 -0.009 0.014 0.102
H 0.65961 5.42534 -0.55514 0.002 0.137 -0.087 0.071
H -0.41192 7.64807 -0.23993 -0.007 0.082 -0.021 0.117
C 2.65763 -3.52403 0.70183 -0.088 0.147 -0.216 -0.059
C 2.15979 -2.16143 0.14866 0.205 0.100 1.016 -0.412
C 2.96868 -1.03422 0.81400 -0.153 -0.306 -0.042 -0.081
C 0.67481 -1.95571 0.49901 -0.048 0.172 -0.457 -0.169
C -0.28937 -2.60122 -0.52322 0.679 -0.161 0.181 -0.174
N -1.18151 -3.64681 -0.01660 0.190 1.019 -0.007 0.068
C -2.26261 -3.26295 0.76552 -0.391 -0.466 0.092 -0.590
O -3.19261 -3.99077 0.98328 0.100 -0.267 0.416 0.105
O -2.23042 -1.98578 1.26354 0.581 0.214 -0.242 0.072
H 1.82469 -4.10846 1.10233 0.050 -0.132 -0.171 0.062
H 3.33453 -3.35613 1.54276 0.032 -0.060 -0.078 0.073
H 3.18726 -4.11605 -0.04509 -0.013 -0.024 0.054 0.072
H 2.32822 -2.11812 -0.93081 -0.199 0.006 -0.019 0.111
H 4.02254 -1.08802 0.53082 -0.035 0.115 -0.004 0.073
H 2.90790 -1.16201 1.89987 0.044 0.075 -0.031 0.084
H 2.54359 -0.05780 0.58529 0.220 0.071 -0.145 0.054
H 0.48215 -2.37038 1.49204 0.025 0.034 0.030 0.112
H 0.47332 -0.88479 0.57355 -0.090 -0.068 -0.031 0.086
H -0.87565 -1.84267 -1.03962 -0.138 -0.077 0.107 0.121
H 0.32921 -3.08169 -1.28688 -0.175 -0.033 -0.056 0.115
H -0.66406 -4.40517 0.40640 -0.348 -0.356 -0.230 0.131
H -2.25786 -2.05184 2.23040 -0.325 -0.013 -0.073 0.094
```
Forces are in eV/Å.

Summary:
**Spin multiplicity**: 1
**HOMO**: -9.40 eV
**Lowest unoccupied orbital energy**: -0.027 Ha
**Total charge**: 0
**Total energy**: -95216.791 eV
**Kohn-Sham gap**: 8.7 eV

Below is 2 unconnected molecules or ions with the total composition C4H9O3S, with properties calculated with the ωB97M-V functional and the def2-TZVPD basis.

Structure (XYZ):
```
17
Properties=species:S:1:pos:R:3:forces:R:3:lowdin_charge:R:1
C 0.86721 1.49695 -0.15495 2.493 1.874 -0.581 -0.158
C 0.33016 -0.99272 1.21936 -0.284 1.157 0.650 -0.047
C 1.40576 0.19593 -0.72721 2.114 0.187 1.025 -0.199
C 0.89432 -1.13208 -0.15474 0.429 -0.542 0.190 -0.450
O -2.53953 0.38602 1.09403 0.437 -0.056 1.618 -0.778
O -3.38256 -0.65294 -1.06031 1.336 0.226 -0.456 -0.506
O 0.92290 -2.20688 -0.75266 0.147 1.465 0.292 0.023
S -2.53932 0.72703 -0.37163 -0.783 -0.091 -1.313 0.556
H 1.53831 1.95369 0.60371 -0.014 -0.418 -0.278 0.068
H 0.90662 2.24404 -1.01501 -0.577 -0.754 1.180 0.094
H -0.04868 1.46431 0.33849 -1.837 -0.212 0.186 -0.012
H -0.76509 -0.67732 1.08335 1.197 0.535 0.572 0.069
H 0.98063 -0.35085 1.91794 -1.299 -0.225 -1.320 0.113
H 0.25164 -1.89634 1.75680 0.045 -1.562 0.166 0.050
H 2.57713 0.30094 -0.72266 -1.975 -0.787 0.201 0.146
H 1.16539 0.26017 -1.73250 -0.456 -0.578 -2.155 0.067
H -2.56487 -1.11994 -1.32202 -0.973 -0.219 0.024 -0.035
```
Forces are in eV/Å.

Summary:
**Spin multiplicity**: 1
**HOMO**: -1.98 eV
**Lowest unoccupied orbital energy**: 0.133 Ha
**Total charge**: -1
**Total energy**: -21271.058 eV
**Energy relative to the best compared isomer or geometry (same formula, charge and spin)**: 68.2 kcal/mol
**Kohn-Sham gap**: 5.6 eV

no.,F_max (eV/Å)
1,0.716
2,1.354
3,3.248
4,10.721
5,1.042
6,3.173